[1]
DFT (ωB97M-V/def2-TZVPD) results for C19H11BrCl5IrNO2S as an isolated structure at a distorted geometry.

The geometry in XYZ format:
```
41
C19H11BrCl5IrNO2S | OMol25 | ωB97M-V/def2-TZVPD
Ir -0.52589 0.30974 0.96659
C -3.46350 -4.34652 0.89423
C -3.05347 -3.09604 1.61055
C -3.51973 -2.78481 2.88843
C -3.16042 -1.60242 3.52021
C -2.32804 -0.74672 2.84411
Br -1.74331 0.91856 3.50017
N -1.84723 -1.03686 1.61982
C -2.19816 -2.18759 1.01221
H -3.65770 -5.15168 1.60002
H -2.69642 -4.67714 0.19646
H -4.38071 -4.17095 0.32951
H -4.17453 -3.47889 3.40094
H -3.51578 -1.35206 4.50950
H -1.76983 -2.35847 0.03464
Cl -0.25945 -0.85960 -1.66777
C -1.19636 0.60701 -1.72498
C -1.34080 1.29415 -0.49657
C -2.05431 2.51440 -0.48915
Cl -2.18155 3.41659 0.94817
C -2.63259 2.98874 -1.66182
Cl -3.50619 4.45016 -1.66316
C -2.49255 2.25618 -2.85754
Cl -3.20099 2.82825 -4.27828
C -1.75596 1.05100 -2.89848
Cl -1.56215 0.17967 -4.34822
O 6.84515 2.12752 -1.81653
C 5.73259 1.47758 -2.15783
O 5.48451 1.18664 -3.28942
C 4.74158 1.13020 -1.06946
C 3.93961 0.00174 -1.30013
C 2.96882 -0.34123 -0.39751
C 2.76455 0.45916 0.75035
S 1.58942 0.09246 1.94432
C 3.58049 1.59022 0.98180
C 4.55815 1.91774 0.07018
H 6.96747 2.19633 -0.86168
H 4.11023 -0.57713 -2.19745
H 2.35798 -1.21974 -0.54692
H 3.41818 2.19026 1.86715
H 5.15891 2.80356 0.23353
```

Summary:
Energy above the lowest of the compared OMol25 structures with the same formula, charge and spin: 22.7 kcal per mole
LUMO level (alpha / beta): -9.74 / -9.33 eV
Maximum force: 1.09 eV/Å
Multiplicity: 2
Charge: +2
E_tot: -6312.691393 a.u.
Gap between HOMO and LUMO (alpha / beta): 5.0 / 5.7 eV

Partial atomic charges computed with the Löwdin method, in multiples of e: number 1, Ir, carries 0.98; number 2, C, carries -0.01; number 3, C, carries -0.21; number 4, C, carries 0.05; number 5, C, carries -0.03; number 6, C, carries -0.69; number 7, Br, carries 0.90; number 8, N, carries -0.18; number 9, C, carries -0.04; number 10, H, carries 0.10; number 11, H, carries 0.09; number 12, H, carries 0.11; number 13, H, carries 0.15; number 14, H, carries 0.13; number 15, H, carries 0.10; number 16, Cl, carries 0.77; number 17, C, carries -0.66; number 18, C, carries -0.39; number 19, C, carries -0.69; number 20, Cl, carries 0.75; number 21, C, carries -0.69; number 22, Cl, carries 0.78; number 23, C, carries -0.66; number 24, Cl, carries 0.83; number 25, C, carries -0.70; number 26, Cl, carries 0.78; number 27, O, carries 0.17; number 28, C, carries -0.47; number 29, O, carries 0.18; number 30, C, carries -0.06; number 31, C, carries 0.03; number 32, C, carries -0.09; number 33, C, carries -0.64; number 34, S, carries 0.75; number 35, C, carries -0.06; number 36, C, carries 0.02; number 37, H, carries 0.12; number 38, H, carries 0.14; number 39, H, carries 0.09; number 40, H, carries 0.12; number 41, H, carries 0.14

[2]
DFT (ωB97M-V/def2-TZVPD) results for C19H11BrN2O6SSe2Te2Ti as an isolated structure.

The geometry in XYZ format:
```
45
C19H11BrN2O6SSe2Te2Ti | OMol25 | ωB97M-V/def2-TZVPD
Ti 0.36226 0.09013 -0.04910
O 2.90231 1.25413 2.98092
C 1.96468 0.85997 2.31692
O 1.82471 0.91938 1.02797
C 0.75920 0.22947 2.95644
C 0.60914 -0.06916 4.29476
C -0.56875 -0.68784 4.69283
C -1.54269 -0.98735 3.75168
C -1.30246 -0.65458 2.43122
N -0.18366 -0.04724 2.07196
C -2.20923 -0.96114 1.26108
O -3.28162 -1.51838 1.46420
O -1.71317 -0.56383 0.15318
H 1.41158 0.17019 4.97804
H -0.72208 -0.95217 5.73262
H -2.46927 -1.48726 3.99634
Se -0.74736 2.46429 0.11623
Te 0.96517 3.41341 -1.39388
Te 0.33474 1.97781 -3.66874
Se -0.70059 0.09071 -2.39908
S 2.34404 -0.33946 -1.61347
C 3.90527 -0.19592 -0.78139
C 4.77163 -1.29685 -0.79008
C 6.04350 -1.23789 -0.23568
C 6.49040 -0.06563 0.36200
C 5.64311 1.03568 0.38275
C 4.37877 0.97556 -0.18307
H 4.42035 -2.21615 -1.24546
H 6.67949 -2.11621 -0.26283
H 7.47474 -0.01277 0.81273
H 5.96360 1.95712 0.85556
H 3.73209 1.84051 -0.16190
Br 0.37634 -8.23491 0.88813
C 0.15445 -6.51287 0.11297
C -0.33532 -6.41074 -1.17686
N -0.51771 -5.24275 -1.78674
C -0.20447 -4.13474 -1.10634
C 0.29034 -4.15489 0.19424
C 0.47318 -5.37334 0.82237
C 0.61975 -2.88017 0.94442
O 0.93970 -2.92244 2.12002
O 0.56659 -1.84026 0.18824
H -0.58665 -7.30874 -1.73086
H -0.34528 -3.18258 -1.60346
H 0.84906 -5.39908 1.83662
```

Summary:
Energy above the lowest of the compared OMol25 structures with the same formula, charge and spin: 2.2 kcal per mole
LUMO level: 3.64 eV
Maximum force: 0.64 eV/Å
Charge: -2
E_tot: -10452.539479 a.u.
Gap between HOMO and LUMO: 5.0 eV

Partial atomic charges computed with the Löwdin method, in multiples of e: number 1, Ti, carries 0.41; number 2, O, carries 0.08; number 3, C, carries -0.54; number 4, O, carries -0.26; number 5, C, carries -0.16; number 6, C, carries 0.02; number 7, C, carries -0.04; number 8, C, carries 0.01; number 9, C, carries -0.16; number 10, N, carries 0.06; number 11, C, carries -0.59; number 12, O, carries 0.04; number 13, O, carries -0.24; number 14, H, carries 0.12; number 15, H, carries 0.10; number 16, H, carries 0.12; number 17, Se, carries -0.07; number 18, Te, carries 0.13; number 19, Te, carries 0.08; number 20, Se, carries -0.09; number 21, S, carries 0.52; number 22, C, carries -0.62; number 23, C, carries -0.14; number 24, C, carries -0.13; number 25, C, carries -0.14; number 26, C, carries -0.10; number 27, C, carries -0.12; number 28, H, carries 0.09; number 29, H, carries 0.08; number 30, H, carries 0.08; number 31, H, carries 0.09; number 32, H, carries 0.07; number 33, Br, carries 0.67; number 34, C, carries -0.67; number 35, C, carries -0.22; number 36, N, carries 0.08; number 37, C, carries -0.04; number 38, C, carries -0.08; number 39, C, carries -0.05; number 40, C, carries -0.54; number 41, O, carries 0.08; number 42, O, carries -0.21; number 43, H, carries 0.09; number 44, H, carries 0.11; number 45, H, carries 0.12

[3]
DFT (ωB97M-V/def2-TZVPD) results for C19H11N3O10RuS as an isolated structure at a distorted geometry.

The geometry in XYZ format:
```
45
C19H11N3O10RuS | OMol25 | ωB97M-V/def2-TZVPD
Ru -0.40988 1.53303 -0.83486
S -1.54091 3.74320 -0.10186
C -1.34183 3.09913 1.49617
C -1.76603 3.73491 2.66441
C -1.46129 3.14156 3.87377
C -0.74293 1.95105 3.89041
C -0.38322 1.36862 2.68339
N -0.69743 1.92658 1.52820
H -2.30593 4.66560 2.59875
H -1.77167 3.60745 4.79801
H -0.46367 1.48039 4.81930
H 0.19731 0.45854 2.62807
O 0.48055 0.42124 -2.85967
C 1.36401 1.06599 -2.26826
O 1.31750 2.30830 -2.02848
C 2.56068 0.33642 -1.69257
C 3.63541 -0.08931 -2.40468
C 4.69842 -0.73336 -1.73773
C 4.67600 -0.86806 -0.36039
C 3.57517 -0.45447 0.37596
C 2.42057 0.11236 -0.27141
O 1.35147 0.39129 0.32730
N 3.61084 -0.61497 1.78894
O 4.66213 -0.98650 2.28947
O 2.61098 -0.38672 2.44244
N 5.77852 -1.25680 -2.49514
O 5.73795 -1.14256 -3.70963
O 6.69079 -1.80766 -1.90180
H 3.68852 0.04929 -3.47405
H 5.52230 -1.30512 0.15134
O -5.20129 -1.88539 -2.34542
C -4.29235 -2.01522 -1.37492
C -4.39256 -3.09952 -0.49747
C -3.46908 -3.27413 0.51056
C -2.41145 -2.38480 0.66209
C -2.30635 -1.30407 -0.19167
C -3.24167 -1.09596 -1.19579
C -3.17391 0.13800 -2.07448
O -3.96113 0.22960 -3.02403
O -2.35598 1.03181 -1.73245
H -4.94749 -1.06360 -2.85601
H -5.21043 -3.79067 -0.63742
H -3.57586 -4.10913 1.19004
H -1.68504 -2.53487 1.44511
H -1.46974 -0.59147 -0.09351
```

Summary:
Energy above the lowest of the compared OMol25 structures with the same formula, charge and spin: 0.0 kcal per mole
LUMO level (alpha / beta): 1.84 / 0.14 eV
Maximum force: 2.61 eV/Å
Multiplicity: 6
Charge: -1
E_tot: -2140.298291 a.u.
Gap between HOMO and LUMO (alpha / beta): 8.0 / 6.3 eV

Partial atomic charges computed with the Löwdin method, in multiples of e: number 1, Ru, carries 1.51; number 2, S, carries 0.60; number 3, C, carries -0.79; number 4, C, carries -0.10; number 5, C, carries -0.07; number 6, C, carries -0.06; number 7, C, carries -0.12; number 8, N, carries -0.07; number 9, H, carries 0.10; number 10, H, carries 0.10; number 11, H, carries 0.10; number 12, H, carries 0.10; number 13, O, carries 0.02; number 14, C, carries -0.72; number 15, O, carries -0.06; number 16, C, carries -0.06; number 17, C, carries 0.07; number 18, C, carries -0.16; number 19, C, carries 0.09; number 20, C, carries -0.07; number 21, C, carries -0.29; number 22, O, carries -0.09; number 23, N, carries -0.36; number 24, O, carries 0.05; number 25, O, carries 0.07; number 26, N, carries -0.38; number 27, O, carries 0.05; number 28, O, carries 0.06; number 29, H, carries 0.13; number 30, H, carries 0.13; number 31, O, carries 0.06; number 32, C, carries -0.27; number 33, C, carries -0.02; number 34, C, carries -0.10; number 35, C, carries -0.10; number 36, C, carries -0.04; number 37, C, carries -0.06; number 38, C, carries -0.57; number 39, O, carries 0.04; number 40, O, carries -0.16; number 41, H, carries 0.08; number 42, H, carries 0.11; number 43, H, carries 0.10; number 44, H, carries 0.10; number 45, H, carries 0.07

[4]
DFT (ωB97M-V/def2-TZVPD) results for C19H12BF4MnN4O6 as an isolated structure.

The geometry in XYZ format:
```
47
C19H12BF4MnN4O6 | OMol25 | ωB97M-V/def2-TZVPD
Mn -0.74378 0.10508 0.21585
O -2.02669 -1.62048 -3.55102
C -1.72547 -1.27009 -2.32199
O -0.89655 -0.42971 -2.02915
C -2.50259 -1.99236 -1.26517
C -3.52102 -2.89815 -1.49262
C -4.20884 -3.37937 -0.38632
C -3.87802 -2.92468 0.88220
C -2.84196 -2.01288 1.00160
N -2.16145 -1.59305 -0.04950
C -2.36747 -1.33446 2.26269
O -3.02413 -1.49675 3.38536
O -1.35451 -0.66130 2.23452
H -1.52188 -1.07728 -4.17830
H -3.77911 -3.19703 -2.49777
H -5.01608 -4.08702 -0.51398
H -4.43153 -3.27985 1.74105
H -3.89044 -1.90551 3.25626
O 6.72045 1.80789 -0.41720
N 6.02458 1.11071 0.28326
O 6.42375 0.30860 1.10299
C 4.56123 1.27490 0.15518
C 4.12555 2.50591 -0.16728
C 2.72441 2.77980 -0.25250
C 2.21659 4.05848 -0.54968
C 0.86090 4.24443 -0.59889
C 0.01740 3.15349 -0.35365
N 0.47605 1.94533 -0.07798
C 1.81222 1.75022 -0.02432
C 2.29528 0.42047 0.28695
N 1.36348 -0.54276 0.46934
C 1.75605 -1.76732 0.76130
C 3.10168 -2.11936 0.86730
C 4.06098 -1.15825 0.68043
C 3.67026 0.16602 0.39347
H 4.84311 3.29418 -0.35034
H 2.90047 4.87765 -0.73232
H 0.43060 5.21029 -0.81951
H -1.05961 3.26000 -0.37788
H 0.97628 -2.50417 0.91479
H 3.37574 -3.13889 1.09580
H 5.10638 -1.40809 0.76336
F -4.50474 2.30308 0.02006
B -3.85728 1.11520 0.04567
F -4.10447 0.36493 1.20124
F -4.04701 0.33363 -1.09230
F -2.37880 1.40852 0.07901
```

Summary:
Energy above the lowest of the compared OMol25 structures with the same formula, charge and spin: 0.0 kcal per mole
LUMO level (alpha / beta): -3.83 / -3.89 eV
Maximum force: 0.14 eV/Å
Multiplicity: 6
Charge: +1
E_tot: -2977.144709 a.u.
Gap between HOMO and LUMO (alpha / beta): 8.7 / 8.8 eV

Partial atomic charges computed with the Löwdin method, in multiples of e: number 1, Mn, carries 0.99; number 2, O, carries 0.19; number 3, C, carries -0.43; number 4, O, carries 0.08; number 5, C, carries -0.16; number 6, C, carries 0.06; number 7, C, carries 0.02; number 8, C, carries 0.05; number 9, C, carries -0.16; number 10, N, carries 0.12; number 11, C, carries -0.44; number 12, O, carries 0.21; number 13, O, carries 0.07; number 14, H, carries 0.16; number 15, H, carries 0.14; number 16, H, carries 0.13; number 17, H, carries 0.13; number 18, H, carries 0.13; number 19, O, carries 0.12; number 20, N, carries -0.34; number 21, O, carries 0.10; number 22, C, carries -0.06; number 23, C, carries 0.09; number 24, C, carries -0.11; number 25, C, carries 0.03; number 26, C, carries 0.00; number 27, C, carries -0.06; number 28, N, carries 0.06; number 29, C, carries -0.13; number 30, C, carries -0.12; number 31, N, carries 0.05; number 32, C, carries -0.08; number 33, C, carries -0.01; number 34, C, carries 0.04; number 35, C, carries -0.05; number 36, H, carries 0.14; number 37, H, carries 0.13; number 38, H, carries 0.12; number 39, H, carries 0.12; number 40, H, carries 0.12; number 41, H, carries 0.12; number 42, H, carries 0.12; number 43, F, carries 0.20; number 44, B, carries -1.17; number 45, F, carries 0.14; number 46, F, carries 0.15; number 47, F, carries -0.02